Computed, not measured: a structure of composition C28H35N5O2S2SbTi, with wB97M-V/def2-TZVPD.

Properties
* molar mass: 707.4 g/mol
* highest occupied orbital energy (spin up / spin down): -3.21 / -4.87 eV
* energy relative to the best compared isomer or geometry (same formula, charge and spin): 102.5 kJ/mol
* charge: -1
* spin multiplicity: 3

The geometry in XYZ format:
```
74
Properties=species:S:1:pos:R:3:mulliken_charge:R:1
Ti -0.309 0.095 -2.349 0.178
O -3.764 0.818 -4.520 -0.682
C -2.635 0.709 -4.088 -0.143
N -2.117 0.970 -2.851 0.339
C -2.559 2.047 -2.099 -0.276
O -3.674 2.537 -2.085 -0.698
C -1.415 2.625 -1.338 0.279
C -1.562 3.805 -0.621 -0.464
C -0.465 4.390 -0.026 -0.485
C 0.781 3.757 -0.176 -0.557
C 0.864 2.583 -0.875 -0.485
N -0.207 1.991 -1.466 0.897
C -1.526 0.276 -5.042 0.714
C -1.803 -0.001 -6.369 -0.697
C -0.752 -0.331 -7.211 -0.302
C 0.539 -0.373 -6.702 -0.872
C 0.736 -0.089 -5.362 -0.128
N -0.274 0.240 -4.556 0.314
H -2.553 4.235 -0.570 0.514
H -0.554 5.312 0.532 0.418
H 1.679 4.177 0.257 0.469
H 1.807 2.060 -0.983 0.355
H -2.829 0.044 -6.701 0.506
H -0.936 -0.557 -8.253 0.405
H 1.383 -0.636 -7.324 0.419
H 1.716 -0.135 -4.898 0.503
S -0.691 -2.387 -2.541 -0.472
C 0.936 -2.875 -2.934 0.827
C 1.062 -4.175 -3.528 -0.326
N 1.156 -5.223 -3.994 -0.560
C 2.060 -2.140 -2.707 0.591
S 2.068 -0.564 -1.950 -0.426
C 3.341 -2.676 -3.058 -0.370
N 4.387 -3.065 -3.340 -0.582
C 0.406 2.634 3.422 -1.629
C 0.815 1.188 3.712 1.663
C 0.071 0.691 4.945 -1.687
C 2.317 1.177 3.983 -2.010
Sb 0.470 0.069 1.825 0.810
C 1.460 -1.870 2.195 1.710
C 0.887 -2.866 1.187 -1.921
C 1.331 -2.438 3.604 -1.711
C 2.937 -1.656 1.851 -1.653
C -1.682 -0.426 1.961 2.091
C -2.070 -1.007 0.602 -1.708
C -2.424 0.899 2.133 -1.930
C -2.106 -1.403 3.052 -1.758
H 0.695 3.274 4.265 0.508
H -0.669 2.739 3.279 0.311
H 0.895 3.017 2.524 0.201
H 0.339 1.313 5.809 0.519
H 0.320 -0.341 5.189 0.219
H -1.010 0.761 4.821 0.280
H 2.544 1.859 4.812 0.497
H 2.885 1.518 3.113 0.372
H 2.683 0.191 4.259 0.308
H -0.133 -3.164 1.434 0.263
H 1.502 -3.773 1.187 0.584
H 0.889 -2.469 0.169 0.251
H 0.291 -2.563 3.908 0.227
H 1.829 -1.815 4.347 0.283
H 1.807 -3.425 3.637 0.524
H 3.056 -1.310 0.823 0.161
H 3.475 -2.605 1.951 0.492
H 3.417 -0.934 2.511 0.300
H -1.708 -0.374 -0.220 0.229
H -3.160 -1.061 0.508 0.486
H -1.665 -2.005 0.435 0.318
H -2.110 1.642 1.394 0.247
H -2.278 1.324 3.128 0.361
H -3.499 0.737 1.996 0.546
H -1.649 -2.384 2.918 0.308
H -1.858 -1.048 4.053 0.230
H -3.193 -1.541 3.008 0.508
```